1.
Below is C3H4N2O in the gas phase in a non-equilibrium geometry, with properties calculated with ωB97M-V with the def2-TZVPD basis set.

Structure (XYZ):
```
10
Properties=species:S:1:pos:R:3:forces:R:3:lowdin_charge:R:1
H 2.66301 0.65034 -0.38545 -2.6 0.9 1.6 0.112
N 1.71640 1.14473 -0.10539 2.1 -0.7 -0.9 0.120
C 0.70404 0.40435 0.01660 1.0 -0.5 -3.0 -0.473
C 0.48965 -1.05374 0.00553 -3.1 -0.7 1.5 0.001
C -0.84783 -1.29229 0.25384 2.6 -0.8 -2.1 -0.128
N -1.48061 -0.09888 0.18896 -2.0 3.6 -0.3 -0.002
O -0.52931 0.93125 -0.36500 -0.9 -1.7 3.3 -0.002
H 1.14421 -1.85312 -0.09182 1.6 -0.8 -0.2 0.076
H -1.51432 -2.18896 0.04620 1.3 0.9 1.1 0.149
H -1.78423 0.27082 1.11029 0.0 -0.1 -0.9 0.148
```
Positions in Å, forces in eV/Å.

* relative energy (zero: lowest compared OMol25 entry of this formula, charge and spin): 4.082 eV
* LUMO energy: 0.3560 eV
* SMILES: [H]/N=c1\cc[nH]o1
* HOMO energy: -9.2 eV

---

2.
Below is C4H7NO3 in the gas phase in a non-equilibrium geometry, with properties calculated with ωB97M-V with the def2-TZVPD basis set.

Structure (XYZ):
```
15
Properties=species:S:1:pos:R:3:forces:R:3:lowdin_charge:R:1
H 1.77022 -0.58314 -1.05716 -0.1 0.1 -0.1 0.048
N 2.22644 0.24032 -0.67163 -0.5 -0.1 0.9 0.177
C 1.52166 0.80144 0.22623 -0.1 -0.6 -2.1 -0.503
O 1.96796 1.94488 0.76353 0.2 1.9 -0.2 0.035
C 0.08750 0.55418 0.61832 -0.1 -0.5 0.6 -0.070
C -0.52011 -0.71911 0.03752 0.0 -0.2 0.2 -0.380
O -0.63743 -0.65074 -1.35395 0.2 0.1 -0.1 -0.008
C -1.86465 -1.00108 0.67006 -0.3 -0.1 -0.2 -0.187
O -2.84915 -1.18211 -0.00573 0.3 0.1 0.3 0.074
H 2.21319 2.52887 0.00326 0.2 -0.7 1.0 0.140
H -0.51207 1.42601 0.31543 0.3 -0.2 0.0 0.146
H 0.05400 0.52238 1.71830 -0.1 0.0 -0.2 0.133
H 0.11787 -1.57858 0.33003 -0.1 0.2 -0.1 0.164
H -1.54459 -0.89751 -1.58387 -0.1 0.0 0.1 0.091
H -1.89593 -1.05017 1.77757 0.0 0.0 -0.2 0.139
```
Positions in Å, forces in eV/Å.

* relative energy (zero: lowest compared OMol25 entry of this formula, charge and spin): 2.002 eV
* LUMO energy: 0.5054 eV
* SMILES: [H]/N=C(/O)C[C@H](O)C=O
* HOMO energy: -10.5 eV

---

3.
Below is 2 unconnected molecules or ions with the total composition C5H9N, with properties calculated with ωB97M-V with the def2-TZVPD basis set.

Structure (XYZ):
```
15
Properties=species:S:1:pos:R:3:forces:R:3:lowdin_charge:R:1
C -0.40458 0.12028 -2.02081 0.1 0.3 -0.3 -0.180
N -0.21031 1.14523 -2.71426 0.0 -0.5 0.2 0.107
C -1.04732 1.27709 -1.44589 -0.2 0.2 0.3 -0.172
H -0.15406 -0.93366 -2.00193 0.0 0.2 0.0 0.100
H -0.58811 1.81354 -0.61546 -0.1 -0.1 -0.2 0.062
H -2.11532 1.44538 -1.57561 0.2 0.0 0.0 0.076
C -0.09895 -1.73759 0.77690 0.0 0.2 0.1 -0.039
C -0.03527 -0.50348 1.27345 0.0 -0.3 -0.1 -0.262
C 1.21550 0.32167 1.35851 0.1 0.0 0.0 -0.115
H -1.03146 -2.29469 0.75339 0.1 0.1 0.0 0.054
H 0.78544 -2.23964 0.38672 -0.1 0.1 0.1 0.060
H -0.94523 -0.04314 1.66017 0.1 -0.1 0.0 0.097
H 2.02160 -0.11081 0.75696 -0.1 0.0 0.1 0.076
H 1.56637 0.39225 2.39556 -0.1 0.0 -0.1 0.075
H 1.04170 1.34757 1.01230 0.0 -0.2 0.0 0.061
```
Positions in Å, forces in eV/Å.

* relative energy (zero: lowest compared OMol25 entry of this formula, charge and spin): 3.051 eV
* LUMO energy: 1.1147 eV
* SMILES: C1=NC1.C=CC
* HOMO energy: -9.8 eV